{
  "formula": "C4H13N3O",
  "method": "wB97M-V/def2-TZVPD",
  "e_homo_ev": -7.751,
  "homo_lumo_gap_ev": 8.667,
  "largest_force_ha_per_bohr": 0.051,
  "total_energy_ev": -10873.2605,
  "charge": 0,
  "de_lowest_kcal_mol": 101.86,
  "spin_multiplicity": 1,
  "e_lumo_ev": 0.92,
  "species": ["C", "N", "N", "H", "H", "H", "H", "H", "H", "C", "C", "C", "O", "N", "H", "H", "H", "H", "H", "H", "H"],
  "xyz": [[1.60007, -0.49248, 0.83805], [2.15632, -0.98009, -0.35621], [0.81167, -1.42412, 1.51387], [0.65717, -1.14317, 2.47413], [3.06866, -0.66775, -0.65595], [1.47444, -1.44192, -0.94731], [-0.14174, -1.46010, 1.02769], [2.32030, 0.03147, 1.46593], [0.62016, 0.36284, 0.38680], [-1.46411, 1.37854, 0.84877], [-0.53355, 1.16651, -1.52402], [-0.79779, 0.49647, -0.18859], [-0.84716, -1.51925, -1.28942], [-1.27412, -0.75213, -0.13528], [-1.34301, -2.33917, -1.18757], [-2.39536, 1.79121, 0.45833], [-1.70166, 0.81091, 1.74655], [-0.23224, 2.20468, -1.38517], [-1.43187, 1.13431, -2.14615], [0.25266, 0.64089, -2.06293], [-0.79886, 2.20234, 1.11846]],
  "forces_ev_per_a": [[-1.4, 1.2, -1.2], [0.1, -0.2, 0.3], [-0.9, -0.5, 0.1], [-0.1, 0.0, 0.0], [-0.6, -0.1, -0.2], [0.7, 0.2, -0.3], [0.9, -0.1, 0.6], [-0.2, 0.1, -0.1], [1.8, -0.4, 0.9], [0.5, 0.0, 0.3], [0.7, -0.3, 0.1], [-2.3, -1.2, -0.7], [-0.1, 0.6, 0.3], [0.7, 0.8, -0.3], [0.0, 0.1, 0.1], [0.1, 0.0, -0.1], [0.0, 0.0, 0.0], [0.0, 0.0, 0.0], [0.0, 0.0, 0.2], [0.0, 0.1, -0.1], [-0.1, 0.0, 0.0]],
  "nbo_charge": [0.0814, -0.8768, -0.8356, 0.3622, 0.3917, 0.4038, 0.3884, 0.1960, 0.0931, -0.6310, -0.6584, 0.1448, -0.6288, -0.2520, 0.4786, 0.2231, 0.2259, 0.2153, 0.2318, 0.2350, 0.2114]
}

=====

{
  "formula": "C4H13N3O",
  "method": "wB97M-V/def2-TZVPD",
  "e_homo_ev": -8.880,
  "homo_lumo_gap_ev": 9.217,
  "largest_force_ha_per_bohr": 0.074,
  "total_energy_ev": -10873.5489,
  "charge": 0,
  "de_lowest_kcal_mol": 95.21,
  "spin_multiplicity": 1,
  "e_lumo_ev": 0.34,
  "species": ["N", "C", "N", "N", "H", "H", "H", "H", "H", "H", "C", "O", "C", "C", "H", "H", "H", "H", "H", "H", "H"],
  "xyz": [[0.16824, -1.65228, 2.36159], [1.17499, -1.16655, 1.47790], [0.97483, -0.66363, 0.23735], [2.46830, -1.09582, 2.06430], [-0.55277, -2.12457, 1.81014], [0.62320, -2.32348, 3.00832], [-0.53768, -0.40800, 0.21398], [0.92574, 0.07468, 1.13052], [3.16845, -1.03046, 1.31132], [2.50127, -0.21329, 2.59428], [-1.74790, 1.05778, -0.42132], [-1.56084, -0.21841, 0.16361], [-1.39797, 1.09809, -1.91395], [0.07336, 0.82033, -2.22419], [-1.13580, 1.80787, 0.08439], [-2.79705, 1.31481, -0.25240], [-1.70169, 2.09410, -2.33618], [-2.01388, 0.34413, -2.45484], [0.26336, 0.92856, -3.29020], [0.35342, -0.16929, -1.87614], [0.75042, 1.52541, -1.68848]],
  "forces_ev_per_a": [[2.1, -1.2, -1.2], [-0.4, -0.9, -0.3], [0.4, -0.4, 3.8], [0.3, 0.3, 0.3], [-0.1, 0.6, 0.4], [-0.6, 0.7, -0.4], [-1.8, 0.0, -0.7], [-0.1, 1.4, -2.3], [-0.7, 0.2, 0.4], [0.3, -0.8, 0.1], [0.0, -0.4, -0.3], [0.9, 0.0, 0.1], [-0.6, 0.2, -0.6], [0.1, 0.6, 0.5], [0.1, 0.2, 0.2], [0.1, 0.1, -0.2], [0.3, -0.7, 0.4], [0.2, 0.4, 0.4], [0.1, -0.1, -0.1], [0.0, 0.0, -0.3], [-0.5, -0.3, -0.3]],
  "nbo_charge": [-0.7984, 0.5347, -0.7254, -0.8636, 0.4126, 0.3956, 0.4594, 0.3767, 0.3986, 0.3872, -0.0572, -0.8030, -0.4194, -0.6130, 0.1341, 0.1725, 0.1916, 0.1981, 0.2032, 0.2251, 0.1905]
}

=====

{
  "formula": "C4H13N3O",
  "method": "wB97M-V/def2-TZVPD",
  "e_homo_ev": -8.696,
  "homo_lumo_gap_ev": 9.081,
  "largest_force_ha_per_bohr": 0.164,
  "total_energy_ev": -10867.5263,
  "charge": 0,
  "de_lowest_kcal_mol": 234.09,
  "spin_multiplicity": 1,
  "e_lumo_ev": 0.39,
  "species": ["C", "C", "C", "C", "H", "H", "H", "H", "H", "H", "H", "H", "H", "H", "H", "H", "H", "N", "N", "N", "O"],
  "xyz": [[-0.69318, -0.95765, -0.55337], [0.18361, -0.06656, 0.13387], [1.47515, -0.69405, -0.33873], [-0.07171, 1.20510, -0.70599], [-2.78186, -1.55402, -1.05126], [-2.42717, -0.08154, 0.34133], [-0.38359, -2.10880, -0.46344], [-0.65021, -0.86608, -1.69458], [-0.94522, -0.48778, 1.69301], [1.69640, -1.67383, 0.38335], [1.15741, -1.03761, -1.49262], [3.52975, -0.94603, 0.24775], [2.23170, 0.86971, 0.81283], [-0.12761, 1.20394, -1.73994], [0.91285, 1.81389, -0.40050], [-1.11469, 1.88644, 0.83952], [-1.46923, 2.14550, -0.75452], [-2.11733, -1.14255, 0.11991], [2.71098, 0.12037, -0.10331], [-1.28785, 1.51092, -0.08596], [-0.01655, 0.06175, 1.56874]],
  "forces_ev_per_a": [[-4.6, -7.1, -0.6], [2.5, -0.6, -1.9], [1.4, -3.1, 1.3], [5.4, -0.2, 5.9], [2.1, 1.8, 4.9], [0.3, -2.9, -1.5], [-0.1, 2.2, 0.0], [-0.7, 0.5, 1.7], [3.3, 1.8, -0.2], [-1.5, 1.9, -2.4], [2.1, 0.9, 2.8], [-2.8, 5.0, -0.6], [2.9, -3.3, -2.7], [0.0, -0.8, -1.8], [-2.2, 0.1, -0.9], [-0.3, 0.4, -0.3], [-3.1, 4.0, -1.5], [-1.3, 1.6, -4.6], [0.1, -1.2, 2.8], [-0.8, 0.8, 1.2], [-2.8, -1.9, -1.6]],
  "nbo_charge": [-0.2526, 0.1293, -0.2280, -0.2308, 0.3487, 0.3901, 0.1975, 0.2018, 0.5116, 0.1867, 0.2019, 0.3619, 0.3707, 0.2064, 0.1545, 0.3885, 0.3622, -0.8826, -0.8457, -0.8429, -0.7291]
}

=====

{
  "formula": "C4H13N3O",
  "method": "wB97M-V/def2-TZVPD",
  "e_homo_ev": -8.531,
  "homo_lumo_gap_ev": 9.007,
  "smiles": "CC[C@H](C)O.[H]/N=N\\N",
  "largest_force_ha_per_bohr": 0.074,
  "total_energy_ev": -10873.6133,
  "charge": 0,
  "de_lowest_kcal_mol": 93.72,
  "spin_multiplicity": 1,
  "e_lumo_ev": 0.48,
  "species": ["C", "C", "C", "C", "O", "H", "H", "H", "H", "H", "H", "H", "H", "H", "H", "H", "N", "N", "N", "H", "H"],
  "xyz": [[-2.20560, 0.76235, 0.69429], [-0.86284, 1.36845, 0.31447], [0.32817, 0.85879, 1.12514], [1.72273, 0.83147, 0.05743], [0.17361, -0.32362, 1.75831], [-2.19343, -0.32010, 0.52259], [-3.00663, 1.20374, 0.09642], [-2.43273, 0.94110, 1.75101], [-0.90302, 2.44930, 0.45032], [-0.69383, 1.18745, -0.74381], [0.64568, 1.60546, 1.86551], [1.55232, 0.51161, -0.97692], [1.97149, 1.88943, -0.00783], [2.52041, 0.26261, 0.52649], [0.05535, -1.17917, 1.03113], [0.48257, -2.94703, -0.06920], [-0.12613, -2.11329, -0.13132], [-0.04454, -1.43477, -1.17212], [0.77111, -1.80180, -2.13725], [0.79155, -1.20000, -2.94565], [1.45378, -2.55198, -2.00903]],
  "forces_ev_per_a": [[0.0, -0.1, 0.2], [-0.2, 0.2, 0.0], [2.9, 0.4, -2.5], [-2.2, 0.8, 1.5], [-0.4, -3.5, -0.9], [-0.1, 0.2, 0.1], [0.0, 0.0, 0.0], [0.0, -0.1, -0.1], [0.0, 0.2, -0.1], [0.0, 0.0, -0.2], [-0.2, -0.2, 0.0], [-0.3, -0.2, 0.4], [0.4, 0.0, 0.0], [0.1, 0.0, 0.1], [-0.2, 3.0, 2.3], [0.1, 0.1, -0.5], [0.1, -0.2, -0.1], [0.1, -0.4, -0.1], [0.0, -0.3, 0.0], [0.1, -0.1, 0.2], [-0.3, 0.3, -0.1]],
  "nbo_charge": [-0.6001, -0.4434, 0.1642, -0.6744, -0.7677, 0.2087, 0.1998, 0.2060, 0.1974, 0.1920, 0.1606, 0.1780, 0.1989, 0.2024, 0.4646, 0.3024, -0.4612, 0.0986, -0.5957, 0.4022, 0.3666]
}

=====

{
  "formula": "C4H13N3O",
  "method": "wB97M-V/def2-TZVPD",
  "e_homo_ev": -7.546,
  "homo_lumo_gap_ev": 8.230,
  "largest_force_ha_per_bohr": 0.062,
  "total_energy_ev": -10873.4609,
  "charge": 0,
  "de_lowest_kcal_mol": 97.24,
  "spin_multiplicity": 1,
  "e_lumo_ev": 0.68,
  "species": ["C", "C", "C", "N", "N", "O", "H", "H", "H", "H", "H", "H", "H", "H", "C", "N", "H", "H", "H", "H", "H"],
  "xyz": [[-0.53597, 1.29764, 1.48457], [1.23079, 0.27022, -0.09520], [0.18132, 0.14231, 0.86447], [2.17627, -0.80469, -0.19576], [1.77626, 1.58763, -0.21703], [0.04771, -1.06910, 1.46662], [-0.80172, -1.10380, 1.92894], [1.77214, 1.88853, -1.18406], [1.75813, -1.64892, -0.57154], [2.59253, -1.05303, 0.69604], [2.75147, 1.61188, 0.07382], [-1.56558, 1.02886, 1.73430], [-0.01321, 1.59553, 2.40078], [-0.55443, 2.15482, 0.81667], [-1.85400, -1.36215, -1.38163], [-1.19862, -0.12060, -1.01409], [-1.74400, 0.67842, -1.33714], [0.07710, 0.03822, -1.05013], [-1.27642, -2.20572, -0.99291], [-1.95308, -1.48873, -2.46744], [-2.86671, -1.43734, -0.95929]],
  "forces_ev_per_a": [[-0.3, -0.1, -0.2], [-0.2, -0.2, 2.7], [2.0, 0.1, 0.1], [0.1, -0.5, -0.5], [0.0, 0.6, -0.6], [-0.3, 0.6, -0.5], [0.1, 0.0, -0.1], [0.1, 0.0, 0.0], [0.1, 0.1, 0.0], [-0.1, 0.0, 0.0], [-0.2, -0.1, 0.1], [0.1, 0.0, 0.0], [0.0, -0.1, -0.1], [0.1, -0.1, 0.0], [0.1, 0.0, -0.3], [1.4, 0.3, -0.1], [0.2, -0.1, -0.1], [-3.2, -0.4, -0.3], [0.0, 0.0, -0.1], [0.0, -0.2, 0.0], [0.1, 0.1, 0.0]],
  "nbo_charge": [-0.6891, -0.0722, 0.5535, -0.8455, -0.8437, -0.6740, 0.4841, 0.3576, 0.3655, 0.3520, 0.3611, 0.2115, 0.2315, 0.2563, -0.4127, -0.9092, 0.3487, 0.3960, 0.1822, 0.1710, 0.1755]
}

=====

{
  "formula": "C4H13N3O2",
  "method": "wB97M-V/def2-TZVPD",
  "e_homo_ev": [-6.607, -6.707],
  "homo_lumo_gap_ev": [7.295, 7.422],
  "largest_force_ha_per_bohr": 0.134,
  "total_energy_ev": -12914.2090,
  "charge": 0,
  "de_lowest_kcal_mol": 243.79,
  "spin_multiplicity": 1,
  "e_lumo_ev": [0.69, 0.72],
  "species": ["C", "C", "N", "O", "H", "H", "H", "H", "H", "H", "H", "C", "C", "N", "N", "O", "H", "H", "H", "H", "H", "H"],
  "xyz": [[-1.30232, -0.61288, 0.49831], [-2.76147, -0.81188, 0.16096], [-0.96433, 1.12063, 0.07293], [-1.30079, 2.00343, 1.04133], [-0.13899, 2.20254, 1.47710], [-1.33338, 1.46185, -0.82163], [-1.12199, -0.40294, 1.55041], [-0.73066, -1.50891, 0.26055], [-3.34902, 0.04423, 0.48756], [-2.88777, -0.92814, -0.91762], [-3.14328, -1.71566, 0.64332], [1.29692, 0.07348, -1.66637], [2.38833, -0.91414, 0.33578], [1.33951, -0.08471, -0.22129], [1.13976, 1.08186, 0.41783], [1.10486, 1.96324, 1.36338], [2.20569, -1.93410, -0.00715], [1.91640, 0.92100, -1.97356], [1.63018, -0.83278, -2.16746], [0.27166, 0.32769, -1.94311], [2.36158, -0.84563, 1.41941], [3.37912, -0.60818, -0.01065]],
  "forces_ev_per_a": [[-1.3, 3.3, 0.7], [0.1, 0.0, 0.1], [0.6, -2.5, 0.8], [1.7, -0.7, 0.4], [-1.8, -0.5, -1.0], [0.0, -0.5, 0.3], [-0.3, -0.2, 0.1], [0.7, 0.8, -1.0], [-0.1, -0.1, 0.1], [0.0, 0.0, 0.0], [-0.1, 0.0, 0.0], [0.1, 0.8, 0.0], [-0.1, -0.8, -0.2], [1.3, 0.3, 3.3], [-2.0, 2.6, -6.1], [0.9, -2.0, 2.1], [0.2, -0.1, 0.3], [0.1, -0.1, 0.0], [-0.1, -0.1, 0.2], [0.1, -0.2, -0.1], [-0.1, -0.1, 0.0], [0.0, 0.1, 0.0]],
  "nbo_charge": [-0.2246, -0.6417, -0.2341, -0.5788, 0.4692, 0.3515, 0.2036, 0.2058, 0.2224, 0.2020, 0.2142, -0.4015, -0.4245, -0.2152, 0.1092, -0.4783, 0.1981, 0.2054, 0.2036, 0.2047, 0.2235, 0.1853]
}